62
Properties=species:S:1:pos:R:3:forces:R:3 method="wB97M-V/def2-TZVPD" orbital_gap_ha="0.2157 / 0.2055" s_squared=2.044 energy_ev=-52484.2143 spin_multiplicity=3 charge=+2
W 0.1835 -0.2539 -0.1097 0.056 -0.588 -0.262
C -2.3531 2.3329 2.4917 -0.027 0.020 0.015
C -1.3782 1.7618 1.5317 0.060 0.051 -0.049
N -1.3160 0.4735 1.2412 -0.139 -0.004 0.122
N -2.1800 -0.3231 1.9034 0.116 0.011 -0.050
C -1.8241 -1.5970 1.8948 -0.163 0.123 0.157
N -2.6224 -2.4551 2.5224 0.009 -0.011 -0.025
S -0.3511 -2.2125 1.1855 0.033 -0.105 -0.042
C -0.3801 2.5248 0.8058 -0.027 -0.079 0.031
C -0.4456 3.9486 0.6074 0.096 -0.072 -0.013
C 0.5229 4.7198 0.0732 -0.034 0.027 -0.004
C 1.8719 4.2871 -0.4284 0.039 0.073 0.039
C 2.4872 1.8207 -1.2985 -0.092 -0.011 -0.077
N 0.5641 1.7250 0.3314 -0.006 0.336 0.090
H -2.4048 1.7104 3.3843 0.013 -0.005 -0.008
H -3.3550 2.3401 2.0551 -0.004 -0.012 0.016
H -2.0820 3.3458 2.7769 -0.003 0.004 -0.008
H -3.4289 -2.1027 3.0157 -0.007 -0.002 -0.011
H -2.3825 -3.4275 2.6190 0.027 0.004 -0.025
H -1.3532 4.4286 0.9456 -0.014 -0.013 0.011
H 0.3116 5.7822 0.0295 0.002 0.004 -0.009
H 2.3955 5.1317 -0.8735 -0.002 -0.013 -0.015
H 2.4924 1.4055 -2.3040 0.051 -0.017 0.029
C 1.0643 3.2910 -2.7524 0.008 0.097 0.010
C 0.1817 2.2747 -2.8941 -0.022 -0.084 0.046
N 0.0630 1.4343 -1.7940 0.038 0.079 -0.162
N 1.0532 1.9801 -0.9459 0.028 -0.025 0.075
C 1.7734 3.1671 -1.4354 -0.077 -0.020 -0.021
B 3.3714 0.7863 -0.3890 0.084 -0.039 -0.050
N 2.9058 0.5429 1.0699 -0.095 0.053 0.057
C 3.5502 0.8401 2.2007 0.050 -0.078 -0.046
C 2.8419 0.3286 3.2743 -0.035 0.050 0.028
C 1.7423 -0.2893 2.7030 -0.003 -0.068 -0.040
N 1.7880 -0.1774 1.3662 0.048 0.164 0.040
N 3.1095 -0.5988 -1.0868 -0.040 0.057 -0.046
C 3.9911 -1.4788 -1.5603 0.010 0.009 0.072
C 3.3250 -2.6348 -1.9427 -0.038 0.025 -0.037
C 1.9959 -2.3724 -1.6703 -0.015 -0.034 -0.007
N 1.8568 -1.1310 -1.1693 -0.025 0.061 0.118
H 1.2118 4.0977 -3.4504 0.018 0.011 0.003
H -0.4524 2.1058 -3.7514 -0.006 0.009 -0.008
H 2.4783 3.9606 0.4246 -0.008 -0.039 -0.011
H 4.5392 1.0214 -0.4023 0.040 0.011 -0.015
H 4.4948 1.3574 2.1615 0.007 0.010 0.022
H 3.1061 0.3695 4.3155 -0.008 0.010 0.014
H 0.9378 -0.8243 3.1776 0.004 -0.002 0.013
H 5.0389 -1.2300 -1.5883 0.013 -0.016 -0.001
H 3.7507 -3.5321 -2.3541 -0.002 -0.007 -0.009
H 1.1348 -3.0118 -1.7862 0.011 -0.012 -0.004
C -2.7626 -2.5253 -2.5100 -0.034 -0.017 0.052
C -2.1078 -1.7796 -3.6668 0.011 0.025 -0.046
C -0.8696 -1.1543 -3.0469 0.092 0.062 0.097
O -1.1102 -1.1483 -1.5743 -0.059 0.002 -0.055
C -2.4986 -1.6015 -1.3491 0.064 0.032 0.059
H -2.2880 -3.4915 -2.3329 0.013 0.001 -0.012
H -3.8268 -2.6900 -2.6641 -0.008 0.012 0.012
H -2.7765 -1.0053 -4.0420 -0.001 0.000 0.003
H -1.8473 -2.4298 -4.4988 0.010 -0.009 0.007
H -0.7055 -0.1269 -3.3431 0.013 -0.004 -0.033
H 0.0399 -1.7249 -3.2058 -0.032 -0.019 -0.024
H -3.1314 -0.7124 -1.3572 -0.017 -0.025 0.007
H -2.5273 -2.0842 -0.3801 -0.020 -0.006 -0.017


17
Properties=species:S:1:pos:R:3:forces:R:3 method="wB97M-V/def2-TZVPD" orbital_gap_ha=0.3012 energy_ev=-9335.0234 charge=+1
C 0.2636 0.7068 0.4086 0.062 1.444 -0.540
C 2.2346 -0.4623 -0.0928 0.456 1.236 0.361
C 0.5193 -1.5298 0.1347 2.107 -0.750 -0.277
C 3.6494 -0.2979 -0.1609 -2.594 -1.859 0.330
C -2.7442 0.0512 -0.5597 -1.701 1.389 -0.679
C -1.8203 -0.5553 0.5589 -1.286 -2.038 -1.250
N 1.4952 0.7615 0.0489 0.342 0.952 -0.115
N -0.3070 -0.5457 0.4189 0.356 1.957 -0.443
H -0.3048 1.6357 0.6133 0.265 -0.805 -0.203
H 4.2690 0.6639 -0.1113 -1.484 -1.271 -0.161
H 4.2398 -1.2530 -0.1897 -0.581 1.152 -0.058
H -2.3169 0.4716 -1.4571 1.034 0.312 -0.040
H -3.4221 0.8956 -0.1768 1.277 -1.129 -0.104
H -3.5119 -0.5902 -1.0888 1.084 -0.303 1.314
H -2.0114 -1.6864 0.4174 -0.020 1.773 1.596
H -2.0933 0.0509 1.4639 0.532 -1.609 -0.319
H 1.8611 1.6833 -0.2275 0.150 -0.452 0.586


160
Properties=species:S:1:pos:R:3:forces:R:3 method="wB97M-V/def2-TZVPD" orbital_gap_ha=0.3842 energy_ev=-127743.8111
C 0.2120 -2.2176 -6.9167 -1.656 -1.093 0.818
C 1.2091 -2.1069 -5.8038 -0.883 -1.730 1.167
O 1.8291 -0.9363 -6.1479 2.389 1.134 1.950
C 1.7049 -0.7024 -7.4183 2.041 5.507 -2.882
O 2.2624 0.2382 -8.0189 -1.266 -3.028 1.708
O 0.7671 -1.4309 -7.9370 -0.968 -1.456 -1.602
H -0.7278 -1.7744 -6.5874 -0.180 0.074 -0.277
H 0.0185 -3.2492 -7.2107 0.120 0.199 -0.368
H 1.8595 -2.9786 -5.7318 0.566 0.183 -0.354
H 0.7732 -2.0215 -4.8084 -0.217 0.231 -0.134
C -2.0465 3.9038 -10.7314 -0.264 -1.335 1.072
C -1.0747 2.9299 -11.4200 0.006 0.583 -0.421
O -0.7375 3.6438 -12.6692 -0.485 -1.140 1.200
C -1.4066 4.7976 -12.7097 -0.155 1.236 -0.148
O -1.3361 5.6039 -13.5860 -0.076 -0.502 0.281
O -2.1677 5.0014 -11.5841 0.387 0.064 -0.526
H -1.8074 4.1470 -9.6961 0.685 0.634 -0.224
H -2.9968 3.3899 -10.5867 -0.372 0.162 -0.528
H -1.6285 2.0059 -11.5861 0.374 -0.016 -0.665
H -0.1490 2.6892 -10.8972 -0.075 0.303 -0.024
C -1.3364 6.8071 0.0994 -1.685 -0.386 -1.687
C -2.5335 5.9634 0.5911 0.015 0.151 -1.098
O -2.2551 5.7324 1.9436 -0.217 -0.231 0.920
C -1.0710 6.2608 2.2593 1.513 -1.021 0.813
O -0.4353 6.0671 3.2521 -0.905 0.209 0.160
O -0.5496 6.9258 1.2324 0.853 1.227 -0.554
H -1.6959 7.7132 -0.3883 0.234 0.707 0.872
H -0.8510 6.3289 -0.7514 0.611 -0.447 0.473
H -2.5250 5.0214 0.0428 -0.437 -0.093 0.202
H -3.4919 6.4772 0.5174 0.049 -0.138 -0.143
C 4.2680 3.7440 2.8857 -0.098 0.072 0.924
C 4.1743 2.2605 3.3173 -3.094 0.939 -1.337
O 5.4435 1.8251 3.5650 1.223 -0.906 0.826
C 6.3199 2.7962 3.4455 2.029 2.253 -1.781
O 7.5269 2.6742 3.3909 -2.630 0.457 0.701
O 5.6236 4.0375 3.1817 1.612 -1.684 0.124
H 3.6459 4.4445 3.4429 -0.029 -0.290 0.408
H 3.9616 3.9192 1.8544 0.702 -0.230 -0.313
H 3.7808 1.7294 2.4506 -0.072 -0.426 0.236
H 3.4865 2.1311 4.1529 0.333 -0.191 0.189
C -8.8531 0.5722 3.7842 -1.680 0.956 0.874
C -7.4450 0.5556 4.2558 -0.187 0.956 0.608
O -6.7635 0.2562 3.0884 3.022 -1.369 0.405
C -7.5436 0.2167 2.0512 -0.306 -0.128 -2.875
O -7.2422 -0.0800 0.9301 0.290 0.075 0.575
O -8.7603 0.6249 2.3810 -1.337 -0.119 0.142
H -9.2806 1.5139 4.1286 -0.607 -0.285 -0.040
H -9.4399 -0.2761 4.1364 -0.118 -0.029 -0.300
H -7.3046 -0.1679 5.0588 0.525 0.203 -0.120
H -7.1817 1.5869 4.4909 0.410 -0.253 0.732
C 0.2989 -7.6728 4.8881 -0.671 -2.121 1.181
C -1.0067 -8.4432 4.6101 1.068 0.425 1.025
O -1.1496 -8.2862 3.1945 0.091 -0.161 0.132
C -0.4407 -7.2180 2.8333 0.851 3.363 -4.085
O -0.4262 -6.6628 1.6980 -0.252 -2.648 4.843
O 0.3075 -6.7173 3.8927 -0.427 0.433 -1.428
H 1.1335 -8.3705 4.8191 0.308 0.065 -0.531
H 0.3335 -7.3729 5.9355 -0.179 1.017 -0.277
H -1.8422 -7.9745 5.1300 -0.186 -0.154 -0.201
H -0.8293 -9.4587 4.9641 -0.626 -0.197 -0.645
C -5.4682 5.3372 -5.8110 -3.773 -3.009 -1.877
C -6.0364 6.6440 -6.3214 -1.625 -2.189 1.665
O -5.1345 7.4174 -5.6661 1.583 4.253 0.523
C -3.9791 6.7878 -5.4229 4.142 4.611 0.366
O -2.9098 7.3514 -5.1502 -3.171 -1.593 -0.341
O -4.1394 5.5414 -5.6294 1.558 -3.053 0.073
H -5.7157 4.5416 -6.5137 0.808 -0.236 -0.249
H -6.0029 4.9826 -4.9298 0.425 0.448 0.604
H -6.9596 6.7327 -5.7486 -0.489 0.421 -0.783
H -6.1901 6.7599 -7.3943 0.545 0.332 0.046
C -3.6798 -4.0487 5.9129 0.166 -0.357 1.947
C -4.3679 -4.5010 7.2997 -0.452 0.936 -2.555
O -3.4666 -5.0562 8.2355 -0.641 -0.525 -0.838
C -2.8135 -4.2771 9.0734 -0.253 3.414 0.453
O -2.8430 -3.0258 9.1026 0.263 -3.590 0.071
O -2.1842 -5.1189 9.8821 1.570 0.529 1.934
C -1.5140 -4.5589 11.0889 -0.947 0.291 0.145
H -4.4171 -3.6800 5.1998 0.030 -0.004 0.167
H -3.0852 -4.8421 5.4601 -0.465 -0.455 0.030
H -2.9105 -3.3035 6.1153 -0.367 0.441 0.082
H -5.1560 -5.2122 7.0522 0.619 -0.870 0.148
H -5.0171 -3.7246 7.7045 0.836 0.624 0.367
H -2.2067 -3.9001 11.6126 -0.046 0.349 -0.484
H -0.5714 -4.0354 10.9289 -0.231 -0.072 -0.685
H -1.3338 -5.3155 11.8526 -0.054 -0.722 -0.814
C -4.5106 -4.4442 -2.8815 -0.269 -0.549 0.306
C -3.5197 -5.3996 -3.5417 -0.677 0.988 1.629
O -3.6400 -5.4186 -4.9248 0.076 -1.032 -1.723
C -4.5767 -6.1597 -5.5713 -0.641 1.139 -0.121
O -5.6079 -6.6103 -5.1233 1.285 0.009 -0.312
O -4.2070 -6.1132 -6.8695 0.318 -0.306 0.522
C -5.1038 -6.5895 -7.8777 -0.435 0.085 0.660
H -4.4058 -4.6479 -1.8159 0.202 0.634 0.214
H -5.5779 -4.5810 -3.0558 0.139 -0.252 -0.522
H -4.2098 -3.4383 -3.1747 -0.260 0.110 0.391
H -3.4780 -6.3736 -3.0543 -0.244 -0.208 -0.410
H -2.5948 -4.8714 -3.3101 0.476 -0.574 -0.444
H -4.6079 -6.3842 -8.8263 -0.183 -0.058 0.162
H -6.0443 -6.0502 -7.7645 -0.022 0.066 -0.327
H -5.3353 -7.6477 -7.7561 0.257 -0.039 -0.018
C 5.7061 6.0116 -3.6269 0.247 0.265 1.591
C 5.4817 7.1471 -2.6586 1.422 -0.473 1.100
O 4.2311 7.6011 -2.9921 -2.649 2.781 0.649
C 3.7934 8.6804 -2.2720 0.851 2.214 -1.200
O 4.4217 9.3536 -1.4541 -1.456 -2.187 -1.168
O 2.6405 9.0826 -2.8823 -0.068 -0.758 0.741
C 1.8016 10.0328 -2.2045 0.381 0.100 0.688
H 5.7650 6.4122 -4.6389 -0.010 -0.450 0.039
H 4.8298 5.4029 -3.4038 0.153 -0.482 -0.847
H 6.5995 5.4982 -3.2716 0.091 -0.234 -0.608
H 6.2480 7.9220 -2.6355 -0.058 0.262 -0.516
H 5.3893 6.8637 -1.6102 0.526 -0.707 0.101
H 1.7113 9.7849 -1.1469 0.185 -0.082 0.048
H 0.7895 10.0086 -2.6084 0.347 -0.204 -0.452
H 2.2158 11.0391 -2.2674 0.025 -0.059 -0.157
C -0.8955 0.4209 0.8576 -0.288 -1.943 -0.157
C -0.0409 -0.0878 -0.3241 0.411 0.748 2.293
O -0.4973 0.5643 -1.4497 -0.858 1.598 -3.315
C 0.1768 1.6226 -1.9267 2.409 0.749 -2.586
O 1.2139 2.0927 -1.4873 -1.703 -0.475 0.182
O -0.2753 2.0083 -3.2185 -1.878 -2.363 2.509
C 0.3778 3.0012 -3.9926 0.563 0.043 1.358
H -1.8377 -0.1248 0.8067 -0.272 -0.004 -0.232
H -1.2158 1.4627 0.8620 0.921 0.090 0.169
H -0.4626 -0.0233 1.7540 0.162 0.861 0.422
H -0.1664 -1.1670 -0.4115 -0.177 0.111 -0.395
H 1.0241 0.1112 -0.2042 -0.005 0.084 0.182
H 1.4206 2.6843 -3.9809 0.189 0.779 -0.463
H 0.1875 3.9547 -3.4998 0.554 0.214 -0.148
H -0.0626 3.0550 -4.9882 0.004 -0.509 0.185
C 7.3201 -4.3804 8.7651 1.474 -0.795 -0.070
C 7.0424 -2.9633 9.1175 0.129 -0.839 2.178
O 6.1351 -2.5700 8.1730 -2.914 2.047 -1.520
C 4.7933 -2.6814 8.4249 0.346 -0.790 0.331
O 4.2464 -2.8647 9.4767 0.515 0.126 0.504
O 4.1631 -2.6633 7.2748 1.618 1.077 -1.824
C 2.8197 -2.9542 7.0875 -1.400 -0.800 0.620
H 8.0755 -4.3512 7.9798 0.029 -0.545 -0.093
H 6.4358 -4.8817 8.3715 -0.014 0.067 0.223
H 7.6994 -4.9224 9.6313 0.129 -0.201 -0.155
H 7.9145 -2.3095 9.1305 -0.060 -0.019 -0.419
H 6.6514 -2.9540 10.1350 -0.434 0.424 0.000
H 2.7276 -4.0353 6.9838 -0.142 -0.116 0.046
H 2.4244 -2.5152 6.1715 0.555 0.257 0.038
H 2.1884 -2.6421 7.9195 0.161 0.095 0.113
C 5.7878 -1.3834 -1.2467 1.088 0.830 0.015
C 4.9208 -2.5746 -1.0729 -1.753 -0.413 -0.367
O 5.3291 -3.5985 -0.1310 1.149 -0.046 -0.200
C 5.0301 -3.5287 1.1585 -2.884 1.518 1.036
O 4.1896 -2.7640 1.6411 1.834 -0.855 -0.713
O 5.6294 -4.4949 1.8580 -0.157 -0.221 -2.671
C 5.9017 -4.3056 3.1903 1.137 0.308 1.883
H 6.7892 -1.6861 -1.5525 0.263 0.092 0.547
H 5.7688 -0.6747 -0.4188 0.383 -0.423 0.391
H 5.4938 -0.7341 -2.0713 -0.654 -0.426 -0.300
H 4.8538 -3.0948 -2.0284 0.177 -0.285 0.157
H 3.9006 -2.2560 -0.8587 -0.031 -0.135 0.392
H 6.1857 -3.2740 3.3983 -0.140 0.059 0.025
H 6.7792 -4.9299 3.3586 0.006 0.038 0.251
H 5.1462 -4.6115 3.9141 -0.449 0.010 -0.423


9
Properties=species:S:1:pos:R:3:forces:R:3 method="wB97M-V/def2-TZVPD" orbital_gap_ha=0.4395 energy_ev=-37334.7366 smiles="O=C(F)C(F)(F)Cl.Cl"
O 2.2689 -1.9704 0.2681 0.166 0.200 -1.364
C 2.5435 -0.8372 0.3958 -0.045 -0.446 1.368
F 2.4361 -0.2928 1.6160 -0.340 0.358 0.393
C 3.2325 0.2653 -0.4208 1.240 0.001 0.874
F 2.7379 1.4528 -0.0818 0.086 0.014 -0.139
F 3.2244 0.1666 -1.7222 -0.014 -0.473 -0.306
Cl 4.9754 0.1181 0.2491 -1.103 0.286 -0.828
Cl -0.6674 -0.5562 -0.7146 0.370 -1.162 -0.436
H -0.9702 0.5749 -0.3008 -0.360 1.223 0.438